No. 1
{
  "formula": "C9H31ClO10",
  "method": "ωB97M-V/def2-TZVPD",
  "elements": ["O", "H", "H", "H", "Cl", "O", "O", "O", "O", "C", "C", "C", "O", "H", "H", "H", "H", "H", "H", "H", "H", "C", "C", "C", "O", "H", "H", "H", "H", "H", "H", "H", "H", "C", "O", "H", "H", "H", "H", "C", "O", "H", "H", "H", "H", "C", "O", "H", "H", "H", "H"],
  "xyz": [[-0.4627, -0.4731, 0.4345], [-0.6863, 0.2683, -0.2213], [-0.8689, -0.4271, 1.3246], [0.5081, -0.6364, 0.4698], [0.3127, -0.9314, -3.4654], [-0.6179, 0.1423, -3.8265], [0.3852, -1.8911, -4.5263], [1.6234, -0.3860, -3.2041], [-0.2027, -1.5376, -2.2492], [1.4967, -3.0619, 1.2893], [2.6238, -2.2853, 0.6409], [2.9269, -2.7003, -0.7815], [2.3093, -0.8789, 0.6980], [0.5376, -2.9057, 0.7928], [1.4375, -2.8313, 2.3541], [1.7288, -4.1237, 1.1961], [3.5135, -2.4871, 1.2536], [3.7905, -2.1328, -1.1424], [2.1169, -2.4197, -1.4546], [3.0946, -3.7683, -0.9093], [3.0525, -0.3829, 0.3408], [0.7860, 3.3721, -1.3923], [-0.6375, 2.8957, -1.1660], [-1.5895, 3.3994, -2.2421], [-0.6029, 1.4584, -1.2485], [0.8846, 4.4565, -1.4979], [1.1826, 2.9473, -2.3161], [1.4152, 3.0590, -0.5573], [-0.9761, 3.1855, -0.1708], [-1.7358, 4.4790, -2.1769], [-2.5685, 2.9477, -2.0746], [-1.1974, 3.1446, -3.2266], [-0.7799, 1.1818, -2.1658], [-0.8289, -1.4649, 3.9863], [-1.5342, -1.4363, 2.7459], [0.2129, -1.2243, 3.8044], [-1.2539, -0.7524, 4.7002], [-0.8573, -2.4462, 4.4706], [-2.4529, -1.6391, 2.9417], [1.3900, 1.3485, 3.1902], [0.1247, 1.3195, 2.5348], [2.1628, 1.1667, 2.4481], [1.5595, 2.3215, 3.6549], [1.4827, 0.5793, 3.9624], [-0.4756, 1.8773, 3.0360], [-3.6513, 0.0638, -2.0390], [-3.3365, -0.5088, -0.7812], [-4.0562, 1.0795, -1.9723], [-2.7604, 0.0602, -2.6628], [-4.4015, -0.5385, -2.5675], [-4.1241, -0.4829, -0.2320]],
  "forces_ev_per_angstrom": [[-0.096, -0.475, -0.227], [0.081, 0.462, -0.221], [0.004, -0.016, 0.090], [0.357, 0.179, -0.022], [-0.130, -0.143, 0.224], [0.236, 0.191, 0.038], [-0.143, 0.120, 0.112], [-0.133, 0.165, 0.005], [0.183, -0.058, -0.064], [0.053, -0.102, -0.171], [0.301, -0.594, 0.115], [-0.202, 0.547, -0.536], [-0.341, -0.199, 0.351], [-0.008, 0.096, 0.045], [-0.174, 0.072, -0.043], [-0.021, -0.007, 0.052], [0.019, 0.310, -0.006], [0.123, -0.260, 0.007], [-0.220, -0.015, 0.104], [0.186, -0.004, 0.243], [-0.126, 0.049, -0.230], [0.307, 0.331, 0.046], [0.410, -0.033, -0.883], [-0.201, 0.185, 0.597], [-0.452, -0.123, 0.626], [-0.256, 0.000, 0.180], [-0.054, -0.185, 0.067], [0.072, -0.053, -0.090], [-0.112, -0.208, 0.049], [0.189, 0.017, -0.051], [0.019, -0.088, -0.263], [-0.128, -0.046, -0.059], [0.233, -0.280, -0.198], [-0.103, -0.068, 0.421], [0.172, 0.019, 0.317], [-0.032, 0.119, -0.157], [0.133, 0.121, -0.114], [-0.088, -0.075, -0.269], [-0.061, -0.021, -0.248], [0.129, 0.174, 0.065], [0.032, -0.020, 0.148], [-0.045, 0.010, -0.057], [0.099, -0.011, -0.036], [-0.133, -0.006, -0.013], [-0.070, -0.051, -0.027], [-0.438, -0.233, -0.593], [0.149, 0.199, 0.310], [0.176, 0.022, 0.183], [0.101, 0.017, 0.175], [0.053, -0.007, 0.069], [-0.047, -0.024, -0.064]],
  "homo_lumo_gap_ev": 8.849,
  "total_energy_ev": -42824.256,
  "total_charge": 0,
  "e_lumo_ev": -0.084
}

=====

No. 2
{
  "formula": "C9H31Hg2O9",
  "method": "ωB97M-V/def2-TZVPD",
  "elements": ["Hg", "Hg", "C", "C", "O", "O", "H", "H", "H", "C", "O", "H", "H", "H", "H", "C", "O", "H", "H", "H", "H", "C", "O", "H", "H", "H", "H", "C", "O", "H", "H", "H", "H", "C", "O", "H", "H", "H", "H", "C", "O", "H", "H", "H", "H", "C", "O", "H", "H", "H", "H"],
  "xyz": [[-0.1803, -3.7287, 2.0196], [-3.2122, -1.9791, 0.1242], [0.8319, 0.2557, 0.0166], [-0.2162, -0.7852, 0.4077], [-1.4179, -0.4958, 0.2000], [0.1466, -1.9789, 0.6011], [1.8577, -0.1120, -0.0058], [0.7919, 1.1921, 0.5731], [0.6009, 0.7020, -0.9507], [1.2006, -0.9640, 3.6597], [0.8948, -2.3333, 3.9280], [0.3082, -0.3383, 3.6407], [1.9650, -0.5845, 4.3378], [1.6598, -0.9667, 2.6712], [1.2113, -2.5425, 4.8099], [-4.6826, 0.8451, -0.2190], [-4.8540, -0.5201, -0.7409], [-3.8353, 1.0971, 0.4188], [-4.7232, 1.4872, -1.0989], [-5.6423, 0.9112, 0.2934], [-5.4715, -0.5057, -1.4757], [-1.0739, 1.1211, -3.6538], [-0.2307, 1.8226, -4.5370], [-0.4528, 0.5086, -3.0002], [-1.5382, 1.7829, -2.9227], [-1.8787, 0.5649, -4.1344], [0.0566, 2.6042, -4.0593], [-0.3682, 4.1617, 0.5061], [0.7097, 5.0226, -0.0213], [-0.2150, 3.6703, 1.4669], [-1.3772, 4.5684, 0.4380], [-0.4475, 3.2365, -0.0648], [1.0822, 5.5050, 0.7204], [3.0639, -3.4102, 1.0882], [2.0763, -4.0444, 1.8505], [3.5910, -4.1648, 0.5044], [2.5296, -2.7155, 0.4402], [3.6859, -2.7151, 1.6521], [2.5492, -4.5755, 2.4954], [-1.8194, -2.4378, -2.7023], [-3.0708, -2.2409, -2.1292], [-1.8310, -3.2417, -3.4383], [-1.5885, -1.4884, -3.1855], [-0.9514, -2.6263, -2.0705], [-3.5165, -1.9286, -2.9200], [3.7758, 2.2475, 0.9419], [4.5501, 1.9582, -0.2209], [3.2405, 1.4504, 1.4578], [4.4876, 2.7058, 1.6285], [2.9716, 2.9820, 0.8983], [4.7566, 1.0208, -0.2393]],
  "forces_ev_per_angstrom": [[1.925, 1.573, 0.190], [0.152, 1.868, -1.307], [0.123, 0.502, 0.021], [-0.187, 0.090, -1.893], [-1.611, 0.044, 0.698], [0.708, -1.479, 1.355], [-0.286, -0.209, 0.176], [-0.152, -0.287, 0.839], [-0.265, -0.661, -0.413], [0.550, 0.361, -0.975], [-0.615, -0.559, -0.233], [0.029, -0.052, 0.316], [-0.304, -0.019, 0.215], [-0.010, 0.274, -0.097], [-0.230, -0.411, 0.315], [-2.537, 0.418, -0.776], [2.161, -0.758, 1.087], [0.160, -0.881, -0.221], [0.314, 0.259, 0.272], [0.406, 1.031, 0.544], [-0.232, -0.213, -0.142], [0.464, 0.726, 0.881], [-0.621, -0.331, 0.041], [0.057, -0.907, -0.090], [-0.436, 0.405, -0.129], [0.333, -0.044, -0.401], [0.197, 0.247, -0.287], [0.754, -0.231, -0.814], [-1.753, -1.773, 0.877], [0.376, 0.996, 0.703], [0.254, 0.632, 0.238], [0.376, 0.124, -1.070], [-0.025, 0.210, 0.095], [0.381, 1.809, -2.052], [-1.212, -1.026, 1.320], [0.246, 0.301, 0.100], [0.080, -0.369, -0.445], [0.290, -0.656, 0.517], [-0.284, -0.477, 0.500], [2.836, 0.211, -1.833], [-0.636, -0.698, 1.008], [-0.172, -0.004, -0.001], [0.421, -0.216, -0.361], [-0.565, -0.114, 0.810], [-1.453, 0.303, 0.404], [0.839, 0.756, 1.030], [-1.465, -0.116, -0.056], [0.519, -0.906, -0.162], [-0.187, -0.188, 0.531], [0.143, 0.396, -1.359], [0.145, 0.050, 0.033]],
  "de_lowest_ev": 0.000,
  "homo_lumo_gap_ev": 2.108,
  "total_energy_ev": -36575.244,
  "total_charge": 3,
  "e_lumo_ev": -14.385
}

=====

No. 3
{
  "formula": "C9H31N2O10",
  "method": "ωB97M-V/def2-TZVPD",
  "elements": ["N", "O", "O", "O", "C", "C", "C", "C", "C", "C", "N", "O", "C", "C", "C", "H", "H", "H", "H", "H", "H", "H", "H", "H", "H", "H", "H", "H", "H", "H", "H", "H", "H", "H", "O", "H", "H", "O", "H", "H", "O", "H", "H", "O", "H", "H", "O", "H", "H", "O", "H", "H"],
  "xyz": [[0.3850, -3.2668, 0.9204], [0.1457, -4.5112, 0.8913], [1.5277, -2.9040, 0.6681], [-0.5377, -2.4445, 1.1550], [1.7835, 4.2740, 0.1615], [0.2950, 3.7226, -0.0204], [-0.6056, 4.5675, -1.0571], [-1.7676, 3.7489, -1.5670], [-1.3414, 2.5561, -2.3445], [-0.3710, 1.6218, -1.5338], [0.5247, 2.3766, -0.6159], [1.4510, 1.6368, 0.1176], [-1.2633, 0.5973, -0.6537], [0.5969, 1.0008, -2.5754], [-0.3536, 3.6837, 1.3643], [1.7826, 5.3402, 0.3883], [2.1648, 3.8097, 1.0710], [2.4477, 4.1455, -0.6932], [-1.1410, 5.3508, -0.5206], [0.0434, 5.2409, -1.6169], [-2.4300, 3.3615, -0.7930], [-2.2744, 4.4048, -2.2748], [-0.9358, 2.9878, -3.2595], [-2.3538, 2.2085, -2.5500], [-1.8744, -0.0287, -1.3040], [-1.8352, 1.2574, -0.0016], [-0.6390, 0.1971, 0.1451], [1.3431, 0.3418, -2.1315], [1.2231, 1.7495, -3.0606], [-0.0730, 0.5656, -3.3170], [0.2650, 3.2153, 2.1298], [-0.7094, 4.6755, 1.6431], [-1.2312, 3.0406, 1.4314], [0.9051, 0.9654, 0.5333], [3.5360, -3.6083, -1.4178], [2.8509, -3.3655, -0.7949], [4.3280, -3.6846, -0.8857], [0.3806, 0.0603, 2.3716], [-0.0047, -0.2756, 3.1809], [0.2679, -0.6497, 1.7395], [2.3506, -6.7551, -0.0845], [1.7142, -6.0428, -0.1471], [2.9851, -6.4535, 0.5657], [-1.3739, -3.5979, 3.6066], [-0.6937, -3.6671, 2.9367], [-1.6331, -2.6767, 3.5912], [-2.8211, -2.7442, -0.7259], [-3.3957, -2.5413, 0.0122], [-1.9360, -2.6374, -0.3775], [-0.3670, -7.2467, 1.7445], [-0.9021, -7.2523, 2.5382], [-0.4334, -6.3498, 1.4166]],
  "forces_ev_per_angstrom": [[0.158, -2.582, -0.936], [-0.351, 1.574, 0.355], [0.460, 1.197, 0.086], [0.148, 0.519, 0.014], [-1.058, 0.322, 0.504], [1.188, 1.674, -1.490], [0.432, 0.073, 2.949], [0.933, 0.831, -0.734], [0.068, 0.650, 0.387], [-0.475, -0.482, -0.927], [-0.563, -0.362, 1.725], [-1.188, 1.743, -1.593], [1.597, 2.401, 0.126], [-0.126, -0.154, 0.534], [-0.661, -1.192, 0.351], [-0.418, 0.104, -0.129], [0.338, -0.155, -0.381], [-0.216, -0.330, 0.009], [0.332, 0.035, 0.936], [-0.043, -0.946, -1.276], [-0.028, 0.836, 0.429], [-0.665, -0.103, 0.299], [0.512, -0.789, -0.172], [0.581, -1.597, -0.450], [0.355, -0.287, 0.431], [-0.871, 0.063, -0.454], [-0.135, -1.324, -0.756], [-0.530, -0.579, -0.056], [-0.414, 0.421, -0.068], [0.489, -0.457, -0.046], [0.455, 0.451, -0.078], [0.458, 0.022, -0.016], [-0.319, 0.030, -0.527], [-0.060, -1.066, 0.672], [0.237, 0.110, -0.472], [-0.425, -0.001, 0.401], [0.146, -0.083, 0.095], [0.195, 1.014, -0.257], [-0.044, -0.083, 0.177], [-0.140, -1.263, -0.108], [0.232, -0.351, -0.243], [-0.267, 0.292, 0.101], [0.043, 0.079, 0.152], [-0.160, -0.179, 0.718], [-0.040, -0.136, -0.317], [-0.069, 0.092, -0.141], [-0.367, 0.288, -0.620], [-0.068, -0.100, 0.233], [0.419, -0.171, 0.457], [0.009, -0.460, 0.057], [-0.137, 0.024, 0.168], [0.049, 0.389, -0.117]],
  "s_squared": 0.75,
  "de_lowest_ev": 0.000,
  "homo_lumo_gap_ev": [8.885, 5.172],
  "total_energy_ev": -33283.051,
  "total_charge": 0,
  "e_lumo_ev": [-0.333, -4.046],
  "spin_multiplicity": 2
}

=====

No. 4
{
  "formula": "C9H32N5O10",
  "method": "ωB97M-V/def2-TZVPD",
  "elements": ["N", "O", "O", "O", "C", "O", "H", "H", "H", "H", "C", "O", "H", "H", "H", "H", "C", "O", "H", "H", "H", "H", "C", "O", "H", "H", "H", "H", "C", "O", "N", "N", "H", "H", "H", "H", "C", "O", "N", "N", "H", "H", "H", "H", "C", "C", "C", "O", "H", "H", "H", "H", "H", "H", "H", "H"],
  "xyz": [[0.6949, 0.7951, -0.7632], [-0.4576, 0.9509, -0.4387], [1.0999, -0.3139, -0.9980], [1.4348, 1.7728, -0.8603], [3.6662, -2.5054, -1.0029], [2.9144, -2.3356, 0.1840], [3.1343, -3.0505, -1.7828], [4.0108, -1.5460, -1.3886], [4.5475, -3.1302, -0.8581], [2.0965, -1.8980, -0.0633], [-3.6298, -0.6556, -0.7091], [-3.0448, 0.2593, -1.6240], [-3.1374, -1.6209, -0.8261], [-3.6276, -0.3187, 0.3276], [-4.6945, -0.8334, -0.8608], [-2.1546, 0.5042, -1.3608], [3.5014, 0.7967, -4.0193], [3.8169, 1.0677, -2.6533], [3.0779, -0.2034, -4.1110], [2.7517, 1.5107, -4.3601], [4.3496, 0.8703, -4.7000], [2.9963, 1.2290, -2.1821], [-0.6650, 2.0507, 2.7016], [-1.4451, 1.0607, 2.0648], [0.0073, 2.6011, 2.0434], [-1.2752, 2.7844, 3.2283], [0.0348, 1.4997, 3.3299], [-1.1489, 1.0179, 1.1527], [-0.8155, -2.3987, -3.0039], [-1.4964, -3.0920, -3.6889], [0.1034, -1.6744, -3.5580], [-0.9083, -2.3760, -1.7251], [0.7943, -1.1799, -3.0119], [0.2742, -1.8675, -4.5346], [-0.4468, -1.7356, -1.0950], [-1.2478, -3.2569, -1.3662], [-0.4734, 5.0184, 1.1443], [0.6918, 4.9222, 1.4500], [-0.9536, 4.2297, 0.2642], [-1.3468, 5.9134, 1.5782], [-1.9368, 3.9996, 0.2443], [-0.4107, 3.5782, -0.2843], [-2.1746, 6.2191, 1.0870], [-1.1220, 6.4601, 2.3972], [-0.4312, -2.8146, 1.7616], [-1.0967, -2.3278, 3.0823], [-0.1432, -1.5675, 4.0051], [-2.0998, -1.3936, 2.7952], [-1.0359, -3.5621, 1.2481], [0.5212, -3.3286, 1.8921], [-0.2370, -1.9791, 1.0890], [-1.5626, -3.1669, 3.5990], [0.5067, -2.3681, 4.3584], [-0.5815, -1.1607, 4.9165], [0.4598, -0.8367, 3.4662], [-1.6852, -0.6135, 2.4195]],
  "forces_ev_per_angstrom": [[1.587, 1.852, -0.227], [-3.552, 0.568, 0.856], [1.296, -3.128, -0.733], [0.679, 0.717, -0.291], [0.215, 0.026, -0.342], [0.358, -0.621, -0.005], [-0.476, 0.165, -0.140], [-0.060, 0.107, -0.160], [0.049, 0.086, 0.695], [-0.075, 0.321, -0.034], [0.327, -0.260, 0.222], [-1.166, 0.221, -0.261], [-0.005, -0.081, 0.380], [0.618, 0.078, 0.175], [-0.046, 0.373, -0.872], [0.206, -0.261, 0.393], [-0.710, 0.170, 0.667], [0.842, -0.149, -0.950], [-0.029, -0.219, -0.154], [-0.106, 0.045, -0.236], [0.312, 0.075, 0.476], [-0.358, 0.081, 0.385], [1.075, -0.352, 0.118], [-0.491, 0.495, -0.137], [-0.308, -0.013, -0.415], [-0.059, -0.249, 0.225], [-0.132, 0.380, 0.808], [0.075, -0.022, -0.578], [0.172, -0.110, -1.422], [-2.634, -2.898, -2.186], [3.403, 2.927, -1.894], [-0.722, -0.691, 5.267], [-0.052, -0.071, -0.111], [-0.085, 0.306, 0.303], [0.251, -0.058, -0.360], [-0.284, 0.509, 0.313], [2.355, 0.433, 0.492], [1.617, 0.830, 1.457], [-3.256, -3.763, -4.364], [-1.848, 2.767, 2.253], [0.087, 0.259, -0.012], [0.543, 0.078, 0.497], [0.363, -0.485, -0.085], [0.196, -0.161, -0.299], [0.165, -0.377, 0.580], [0.381, 1.409, -0.533], [0.990, -1.972, 0.228], [-1.621, -1.051, -0.334], [-0.425, 0.257, -0.034], [0.213, 0.136, 0.377], [-0.135, 0.160, 0.082], [0.012, -0.027, 0.076], [0.784, 0.218, 0.228], [-0.434, 0.199, -0.405], [-0.138, 0.072, 0.024], [0.040, 0.697, 0.000]],
  "de_lowest_ev": 0.000,
  "homo_lumo_gap_ev": 9.659,
  "total_energy_ev": -37776.344,
  "total_charge": -1,
  "e_lumo_ev": 2.767
}